# 1
49
Properties=species:S:1:pos:R:3:forces:R:3:lowdin_charge:R:1 method="wB97M-V/def2-TZVPD" spin_multiplicity=1 lumo_ha=-0.0218 relative_energy_kcal_mol=0.0 homo_ha=-0.251 homo_lumo_gap_ha=0.2288
Ca 1.553 -0.416 -0.604 0.5 0.5 0.2 1.363
C 3.823 -2.103 2.088 0.0 0.0 0.0 -0.030
C 3.779 -0.744 1.454 -0.1 0.0 -0.1 -0.298
C 3.049 0.306 2.013 -0.1 0.0 0.0 -0.062
C 2.983 1.552 1.395 0.0 0.0 0.0 -0.140
C 3.642 1.774 0.192 0.0 -0.1 0.0 -0.125
C 4.387 0.738 -0.371 -0.1 0.0 0.0 -0.104
C 4.449 -0.503 0.252 0.0 -0.1 -0.1 -0.070
H 4.734 -2.225 2.677 0.0 0.0 0.0 0.092
H 3.785 -2.871 1.316 0.0 0.0 0.0 0.061
H 2.972 -2.255 2.751 0.0 0.0 0.0 0.089
H 2.514 0.138 2.940 0.0 0.0 0.0 0.121
H 2.402 2.347 1.845 0.0 0.0 0.0 0.103
H 3.576 2.735 -0.301 0.0 0.0 0.0 0.111
H 4.910 0.891 -1.307 0.0 0.0 0.0 0.112
H 4.988 -1.317 -0.216 0.0 0.0 0.0 0.131
Cl 0.420 -7.234 -0.442 0.0 0.0 0.0 0.644
C 0.183 -5.522 -0.446 0.1 0.0 0.0 -0.720
C -1.091 -4.989 -0.420 -0.2 0.0 0.0 -0.719
Cl -2.478 -6.022 -0.384 0.0 0.0 0.0 0.642
C -1.261 -3.598 -0.419 0.0 0.0 0.0 -0.614
Cl -2.845 -2.889 -0.370 0.0 0.0 0.0 0.665
C -0.178 -2.732 -0.448 0.0 -0.1 0.0 -0.414
O -0.308 -1.412 -0.430 -0.1 -0.2 -0.1 -0.363
C 1.141 -3.283 -0.482 0.1 0.1 0.1 -0.412
O 2.172 -2.447 -0.495 -0.2 -0.3 -0.1 -0.334
C 1.291 -4.663 -0.474 0.0 -0.1 0.0 -0.613
Cl 2.907 -5.294 -0.492 -0.1 0.0 0.0 0.672
C -4.639 2.083 -2.090 -0.2 0.0 -0.1 -0.218
Ge -3.190 2.885 -1.076 0.0 0.0 0.0 0.724
C -2.564 4.518 -1.923 0.1 0.2 -0.1 -0.220
C -3.751 3.281 0.742 -0.1 0.0 0.2 -0.225
C -1.735 1.574 -1.093 0.3 -0.3 -0.1 -0.593
Se -0.236 1.927 0.111 -0.3 0.2 0.1 0.830
C -0.984 0.947 1.625 0.2 0.0 0.0 -0.353
H -5.484 2.771 -2.152 0.0 0.0 0.0 0.021
H -4.983 1.164 -1.614 0.0 0.0 0.0 0.024
H -4.327 1.839 -3.106 0.0 0.0 0.0 0.023
H -3.312 5.309 -1.849 0.0 0.0 0.0 0.022
H -2.351 4.352 -2.980 0.0 0.0 0.0 0.021
H -1.653 4.877 -1.440 0.0 0.0 0.0 0.016
H -4.508 4.068 0.727 0.0 0.0 0.0 0.023
H -2.914 3.637 1.344 0.0 0.0 0.0 0.014
H -4.186 2.404 1.224 0.0 0.0 0.0 0.024
H -1.313 1.514 -2.098 0.0 0.1 0.0 0.019
H -2.065 0.561 -0.850 0.0 0.0 0.0 0.014
H -1.862 1.468 1.992 -0.1 0.0 0.0 0.012
H -0.232 0.919 2.413 0.0 0.0 0.0 0.019
H -1.208 -0.058 1.274 0.0 0.0 0.1 0.014

# 2
54
Properties=species:S:1:pos:R:3:forces:R:3:lowdin_charge:R:1 method="wB97M-V/def2-TZVPD" charge=+3 spin_multiplicity=2 lumo_ha="-0.4432 / -0.4007" homo_ha="-0.608 / -0.608" homo_lumo_gap_ha="0.1646 / 0.2073" s2=1.1049
V -1.314 -2.220 0.426 0.5 0.2 0.4 0.676
N 0.972 -2.755 -1.923 0.0 0.0 0.0 0.236
C 1.433 -2.826 -0.678 -0.2 0.1 0.2 -0.389
N 2.717 -2.939 -0.482 0.0 0.0 0.1 0.218
C 3.148 -3.015 0.785 0.1 0.0 0.1 -0.348
N 4.429 -3.103 1.014 0.0 0.0 0.0 0.274
N 2.318 -3.029 1.897 0.1 0.0 -0.2 0.238
C 1.076 -2.885 1.656 -0.4 0.1 -0.2 -0.227
N 0.510 -2.712 0.378 0.7 -0.2 0.2 0.013
C 0.088 -2.904 2.765 -0.1 0.0 -0.3 -0.169
C 0.426 -3.174 4.067 0.1 0.0 0.1 0.062
C -0.585 -3.192 5.024 0.0 0.0 0.1 0.044
C -1.894 -2.948 4.640 0.0 0.0 0.0 0.025
C -2.166 -2.695 3.308 0.1 0.0 -0.2 -0.072
N -1.191 -2.668 2.385 0.0 -0.1 0.5 -0.053
H 1.649 -2.808 -2.674 0.0 0.0 0.0 0.156
H 0.005 -2.861 -2.173 0.0 0.0 0.0 0.097
H 5.081 -3.119 0.242 0.0 0.0 0.0 0.158
H 4.775 -3.190 1.959 0.0 0.0 0.0 0.154
H 1.459 -3.369 4.320 0.0 0.0 0.0 0.141
H -0.350 -3.406 6.059 0.0 0.0 0.0 0.145
H -2.704 -2.963 5.356 0.0 0.0 0.0 0.141
H -3.179 -2.530 2.963 0.0 0.0 0.0 0.125
Cl -4.446 -2.031 -0.087 -0.1 0.0 -0.2 0.453
Si -3.015 -3.040 -1.092 -0.5 -0.4 -0.2 -0.586
Cl -3.250 -3.728 -2.915 -0.1 0.1 -0.1 0.505
Cl -2.331 -4.465 0.297 -0.1 -0.1 -0.2 0.492
C 0.117 5.497 -1.222 0.0 0.1 0.0 -0.059
C 0.916 4.244 -0.906 0.0 -0.1 0.0 -0.189
N 0.847 3.230 -1.969 0.3 0.3 -0.2 -0.031
C 1.542 3.543 -3.244 0.0 0.1 0.2 -0.162
C 0.576 3.926 -4.350 0.0 -0.1 -0.1 -0.052
C 0.290 2.037 -1.871 -0.4 -0.4 -0.1 -0.419
O 0.340 1.139 -2.715 0.2 0.1 0.1 0.051
C -0.569 1.659 -0.665 0.1 0.2 -0.1 -0.049
C -1.509 2.433 0.002 0.0 0.1 0.0 0.078
C -2.349 1.847 0.954 0.0 0.1 0.0 0.027
C -2.250 0.506 1.204 0.2 -0.2 -0.1 -0.084
N -1.355 -0.268 0.527 -0.1 0.6 -0.2 -0.086
C -0.541 0.310 -0.388 -0.3 -0.3 0.3 -0.030
H 0.095 6.155 -0.353 0.0 0.0 0.0 0.092
H -0.912 5.267 -1.510 0.0 0.0 0.0 0.078
H 0.567 6.054 -2.042 0.0 0.0 0.0 0.085
H 0.601 3.798 0.037 0.0 0.0 0.0 0.106
H 1.970 4.494 -0.777 0.0 0.0 0.0 0.133
H 2.124 2.668 -3.526 0.0 0.0 0.0 0.124
H 2.237 4.352 -3.025 0.0 0.0 0.0 0.127
H -0.070 3.086 -4.602 0.0 0.0 0.0 0.078
H 1.136 4.199 -5.245 0.0 0.0 0.0 0.093
H -0.043 4.778 -4.073 0.0 0.0 0.0 0.074
H -1.603 3.488 -0.223 0.0 0.0 0.0 0.131
H -3.081 2.435 1.489 0.0 0.0 0.0 0.141
H -2.874 0.013 1.937 0.0 0.0 0.0 0.119
H 0.137 -0.316 -0.961 0.0 0.0 0.0 0.116

# 3
50
Properties=species:S:1:pos:R:3:forces:R:3:lowdin_charge:R:1 method="wB97M-V/def2-TZVPD" spin_multiplicity=4 lumo_ha="-0.0332 / -0.0324" homo_ha="-0.280 / -0.280" homo_lumo_gap_ha="0.2470 / 0.2478" s2=3.7526
Nd 8.499 11.207 6.887 1.7 -0.9 0.2 1.868
Cl 4.592 9.355 13.117 -0.1 0.1 0.6 0.670
C 5.828 9.775 11.989 -0.9 -0.3 -1.3 -0.694
C 7.020 10.371 12.385 0.9 1.0 0.5 -0.090
C 8.054 10.630 11.508 -0.7 -0.4 -1.4 0.015
C 7.838 10.385 10.088 -1.0 -0.4 -0.2 -0.297
O 8.674 10.763 9.191 -0.2 0.2 0.9 -0.212
C 6.523 9.778 9.676 2.2 1.7 2.1 -0.142
C 6.301 9.524 8.348 1.2 -2.1 -3.3 -0.158
O 7.238 9.364 7.436 -2.9 0.9 1.8 -0.249
C 5.552 9.523 10.669 0.0 -0.7 0.0 -0.065
H 7.050 10.753 13.411 0.4 -0.5 -0.2 0.116
H 9.015 11.080 11.753 -0.4 0.0 0.3 0.116
H 5.264 9.275 8.029 0.5 0.1 0.1 0.147
H 4.638 8.969 10.408 0.3 0.6 0.0 0.124
N 9.177 13.980 7.993 0.2 0.7 -0.7 -0.013
C 8.755 15.127 7.083 0.9 -0.7 -0.8 -0.206
C 7.412 14.827 6.347 -1.6 1.9 1.2 -0.120
C 7.203 13.363 6.200 0.7 -0.8 -0.6 -0.699
O 6.452 12.609 6.909 1.3 1.0 -0.8 -0.098
O 8.073 12.891 5.359 -1.4 -0.1 0.7 -0.186
H 8.623 14.042 8.838 -0.1 -0.1 0.1 0.077
H 10.146 14.167 8.305 -0.8 -0.3 -0.3 0.076
H 9.528 15.259 6.275 -0.5 -0.3 1.1 0.127
H 8.702 16.054 7.669 -0.1 -0.1 -0.4 0.106
H 7.379 15.221 5.317 0.4 0.1 0.5 0.127
H 6.599 15.376 6.910 0.6 -1.0 -0.5 0.131
C 13.905 7.111 8.057 0.2 -1.4 -1.4 -0.186
Si 12.467 7.487 6.870 0.4 0.3 -0.8 0.518
C 10.867 6.954 7.622 0.0 -0.4 1.2 -0.204
C 12.652 6.703 5.128 1.5 0.0 1.6 -0.173
C 12.467 9.367 6.744 -0.3 0.2 0.6 -0.251
C 13.391 10.118 7.458 -0.1 0.3 -0.8 -0.076
C 13.165 11.492 7.643 1.3 -0.1 0.7 -0.097
C 12.026 12.064 7.205 -1.3 0.5 -0.8 -0.167
N 11.039 11.352 6.587 0.8 -0.2 0.0 -0.123
C 11.285 10.038 6.277 0.4 1.0 0.9 -0.808
S 10.075 9.252 5.360 -0.7 0.1 -0.1 0.569
H 14.014 5.998 8.063 -0.1 0.7 0.3 0.041
H 13.801 7.474 9.056 -0.3 0.2 0.7 0.020
H 14.865 7.479 7.680 -0.1 0.0 -0.1 0.026
H 10.985 5.933 8.003 0.0 -0.1 -0.2 0.032
H 10.052 6.968 6.916 -0.2 0.1 -0.1 -0.007
H 10.609 7.528 8.532 0.0 0.1 -0.5 0.048
H 13.151 5.728 5.279 -0.4 0.1 -0.3 0.026
H 13.359 7.318 4.564 -0.2 0.0 -0.2 0.028
H 11.714 6.598 4.628 -0.5 0.0 -0.3 0.003
H 14.369 9.722 7.762 -0.7 -0.1 0.1 0.103
H 13.893 12.091 8.183 0.0 0.0 -0.3 0.102
H 11.911 13.168 7.224 -0.2 -0.9 0.3 0.109

# 4
50
Properties=species:S:1:pos:R:3:forces:R:3:lowdin_charge:R:1 method="wB97M-V/def2-TZVPD" charge=+2 spin_multiplicity=2 lumo_ha="-0.2882 / -0.2670" relative_energy_kcal_mol=3.0 homo_ha="-0.519 / -0.519" homo_lumo_gap_ha="0.2310 / 0.2522" s2=0.7680
Cr 0.332 -0.099 -0.187 0.0 0.7 0.5 0.588
C 5.231 1.643 0.875 0.0 0.0 0.0 -0.384
S 5.027 -0.123 0.573 0.0 0.0 -0.1 0.965
C 3.382 -0.288 0.093 0.2 -0.1 0.3 -0.997
S 2.277 1.079 0.030 -0.2 -0.2 -0.3 0.749
N 3.023 -1.490 -0.244 -0.3 0.3 0.0 -0.041
N 1.689 -1.542 -0.550 0.1 -0.5 -0.1 -0.146
C 1.289 -2.571 -1.212 0.0 0.1 0.1 0.003
C -0.144 -2.657 -1.466 0.1 -0.1 0.1 -0.230
C -0.748 -3.734 -2.089 -0.1 0.0 0.1 0.040
C -2.135 -3.777 -2.144 0.1 0.0 0.0 0.012
C -2.864 -2.753 -1.559 0.0 0.0 0.0 0.003
C -2.191 -1.695 -0.973 -0.1 0.1 -0.2 -0.089
N -0.857 -1.628 -0.945 0.3 0.1 -0.3 -0.008
H 6.304 1.814 0.814 0.0 0.0 0.0 0.050
H 4.876 1.921 1.864 0.0 0.0 0.0 0.047
H 4.746 2.234 0.103 0.0 0.0 0.0 0.021
H 1.993 -3.339 -1.513 0.0 0.0 0.0 0.158
H -0.143 -4.530 -2.499 0.0 0.0 0.0 0.139
H -2.637 -4.610 -2.615 0.0 0.0 0.0 0.134
H -3.943 -2.771 -1.542 0.0 0.0 0.0 0.130
H -2.729 -0.882 -0.501 0.0 0.0 0.0 0.111
N -1.838 -4.443 3.858 -0.1 -0.2 0.0 0.212
C -1.338 -3.431 3.663 0.1 0.2 0.1 -0.153
C -0.738 -2.152 3.407 0.0 0.0 -0.1 -0.166
C -0.485 -1.230 4.418 0.0 0.0 0.0 0.051
C 0.085 -0.017 4.071 0.0 0.0 0.0 0.011
C 0.368 0.242 2.745 0.0 0.2 0.1 -0.086
N 0.122 -0.647 1.768 0.0 -0.1 -0.2 -0.031
C -0.409 -1.826 2.100 0.1 -0.2 0.0 -0.035
H -0.727 -1.464 5.445 0.0 0.0 0.0 0.145
H 0.312 0.728 4.818 0.0 0.0 0.0 0.131
H 0.810 1.180 2.434 0.0 -0.1 0.1 0.100
H -0.564 -2.546 1.308 0.0 0.0 0.1 0.127
C -1.007 4.389 -0.512 0.0 0.0 0.0 -0.096
C -2.274 3.556 -0.467 0.0 0.0 0.0 -0.359
S -2.080 1.864 -1.031 0.0 0.1 0.0 1.068
O -0.942 1.337 -0.105 -0.1 -0.3 0.0 -0.624
C -1.351 2.084 -2.689 0.0 0.0 -0.1 -0.329
C 0.107 1.669 -2.757 0.0 -0.2 0.0 -0.116
H -1.194 5.329 0.005 0.0 0.0 0.0 0.099
H -0.704 4.634 -1.528 0.0 0.0 0.0 0.082
H -0.188 3.888 -0.001 0.0 0.0 0.0 0.077
H -3.090 3.955 -1.076 0.0 0.0 0.0 0.113
H -2.655 3.436 0.549 0.0 0.0 0.0 0.104
H -1.472 3.132 -2.956 0.0 0.0 0.0 0.097
H -1.975 1.488 -3.355 0.0 0.0 0.0 0.100
H 0.746 2.258 -2.101 0.0 0.0 0.0 0.053
H 0.469 1.795 -3.777 0.0 0.0 0.0 0.111
H 0.234 0.591 -2.550 0.0 0.1 0.1 0.059